1.
# C44H42N9O14

A cluster of 8 separate species, C44H42N9O14 in total in a non-equilibrium geometry (ωB97M-V/def2-TZVPD, OMol25).

charge	+1
lowest unoccupied orbital energy	-4.059	eV
spin multiplicity	1
frontier orbital gap	6.890	eV

Each line ends with the Löwdin charge.
Geometry (Å):
N1 -4.49 5.31 1.14  0.08
C1 -4.46 3.93 1.07  -0.12
C2 -5.18 3.12 2.32  -0.11
N2 -4.04 2.91 3.35  0.17
H1 -4.99 5.64 1.99  0.07
H2 -3.93 3.39 0.18  0.14
H3 -5.68 2.11 2.02  0.15
H4 -5.97 3.84 2.79  0.14
H5 -4.32 3.48 4.19  0.17
H6 -3.12 3.21 2.93  0.16
H7 -3.97 1.90 3.62  0.13
C3 -7.01 1.61 9.01  -0.05
C4 -7.53 0.40 8.52  -0.05
C5 -6.99 -0.18 7.38  0.01
C6 -5.92 0.45 6.72  -0.15
C7 -5.40 1.66 7.20  -0.01
C8 -5.95 2.24 8.35  -0.06
N3 -5.33 -0.17 5.53  -0.31
O1 -5.83 -1.24 5.13  0.10
O2 -4.37 0.40 5.00  0.00
H8 -7.43 2.06 9.90  0.12
H9 -8.35 -0.08 9.04  0.12
H10 -7.40 -1.12 7.01  0.13
H11 -4.58 2.16 6.70  0.10
H12 -5.56 3.18 8.73  0.12
C9 1.02 4.75 3.06  -0.06
C10 -0.35 4.98 3.20  -0.08
C11 -0.90 5.19 4.46  -0.03
C12 -0.07 5.19 5.59  -0.14
C13 1.31 4.96 5.45  0.02
C14 1.85 4.74 4.19  -0.05
N4 -0.64 5.45 6.92  -0.32
O3 -1.86 5.63 7.00  0.04
O4 0.14 5.47 7.88  0.08
H13 1.44 4.59 2.07  0.11
H14 -0.99 4.98 2.32  0.10
H15 -1.97 5.37 4.55  0.10
H16 1.97 4.96 6.32  0.13
H17 2.91 4.57 4.07  0.12
C15 4.10 1.25 -1.13  -0.07
C16 2.75 1.52 -0.89  -0.08
C17 2.28 2.83 -0.98  -0.01
C18 3.17 3.86 -1.31  -0.15
C19 4.52 3.59 -1.54  0.01
C20 4.99 2.28 -1.44  -0.06
N5 2.67 5.24 -1.43  -0.33
O5 1.47 5.44 -1.20  0.04
O6 3.48 6.12 -1.76  0.07
H18 4.46 0.22 -1.06  0.11
H19 2.07 0.71 -0.64  0.10
H20 1.23 3.03 -0.79  0.11
H21 5.23 4.38 -1.79  0.12
H22 6.04 2.06 -1.62  0.11
C21 2.74 -4.90 -2.91  -0.06
C22 1.39 -4.63 -2.67  -0.05
C23 0.91 -3.32 -2.76  0.00
C24 1.80 -2.29 -3.09  -0.15
C25 3.16 -2.56 -3.32  0.00
C26 3.62 -3.87 -3.23  -0.06
N6 1.31 -0.91 -3.21  -0.32
O7 0.10 -0.71 -2.98  0.05
O8 2.12 -0.03 -3.54  0.06
H23 3.10 -5.93 -2.84  0.07
H24 0.71 -5.44 -2.43  0.11
H25 -0.14 -3.12 -2.58  0.12
H26 3.86 -1.76 -3.57  0.12
H27 4.67 -4.09 -3.41  0.11
C27 4.64 -9.27 2.02  -0.07
C28 3.36 -9.30 1.47  -0.06
C29 3.16 -8.88 0.15  0.00
C30 4.25 -8.44 -0.61  -0.14
C31 5.54 -8.41 -0.06  0.00
C32 5.73 -8.82 1.26  -0.06
N7 4.05 -8.03 -2.00  -0.31
O9 2.89 -8.05 -2.45  0.05
O10 5.04 -7.68 -2.65  0.06
H28 4.80 -9.60 3.04  0.11
H29 2.52 -9.64 2.06  0.11
H30 2.15 -8.91 -0.27  0.12
H31 6.39 -8.06 -0.63  0.12
H32 6.72 -8.80 1.70  0.11
C33 4.20 -5.96 -7.01  -0.07
C34 4.67 -6.44 -8.24  -0.07
C35 5.78 -7.28 -8.29  0.00
C36 6.41 -7.66 -7.09  -0.14
C37 5.95 -7.18 -5.86  0.00
C38 4.84 -6.33 -5.83  -0.06
N8 7.56 -8.57 -7.14  -0.33
O11 7.95 -8.96 -8.25  0.06
O12 8.07 -8.91 -6.06  0.06
H33 3.34 -5.31 -6.98  0.11
H34 4.17 -6.14 -9.16  0.11
H35 6.13 -7.64 -9.25  0.12
H36 6.43 -7.46 -4.93  0.11
H37 4.47 -5.96 -4.87  0.07
C39 -6.06 5.58 -2.02  -0.09
C40 -5.29 6.64 -1.53  -0.08
C41 -5.29 7.87 -2.19  0.01
C42 -6.08 8.04 -3.33  -0.14
C43 -6.85 6.98 -3.83  0.00
C44 -6.84 5.75 -3.17  -0.07
N9 -6.10 9.34 -4.01  -0.32
O13 -5.39 10.24 -3.55  0.07
O14 -6.84 9.45 -5.00  0.07
H38 -6.06 4.62 -1.50  0.08
H39 -4.68 6.50 -0.64  0.06
H40 -4.68 8.68 -1.79  0.12
H41 -7.46 7.09 -4.72  0.12
H42 -7.43 4.92 -3.54  0.11

2.
# C44H43BrN8O5PSTi

A structure of composition C44H43BrN8O5PSTi in a non-equilibrium geometry (ωB97M-V/def2-TZVPD, OMol25).

charge	+1
lowest unoccupied orbital energy (spin up / spin down)	-2.591 / -2.591	eV
spin multiplicity	1
relative energy (zero: lowest compared OMol25 entry of this formula, charge and spin)	0.294	eV
frontier orbital gap (spin up / spin down)	5.531 / 5.494	eV

Each line ends with the Löwdin charge.
Geometry (Å):
Ti1 1.14 0.54 0.16  0.72
N1 0.64 -1.33 1.45  0.06
C1 1.69 -1.55 2.38  -0.23
C2 1.52 -2.15 3.60  0.00
C3 2.64 -2.41 4.43  -0.06
C4 3.91 -2.13 4.01  -0.02
C5 4.11 -1.50 2.76  -0.14
C6 5.37 -1.20 2.21  0.02
C7 5.47 -0.58 1.00  -0.02
C8 4.29 -0.17 0.35  -0.10
N2 3.09 -0.41 0.84  0.05
C9 2.98 -1.13 1.99  -0.15
H1 -0.26 -1.69 1.74  0.09
H2 0.85 -1.79 0.56  0.07
H3 0.54 -2.48 3.91  0.12
H4 2.48 -2.89 5.39  0.11
H5 4.77 -2.39 4.61  0.12
H6 6.27 -1.48 2.76  0.13
H7 6.42 -0.37 0.55  0.12
H8 4.32 0.39 -0.58  0.12
O1 1.08 -0.74 -1.45  -0.19
C10 1.62 0.42 -1.65  -0.49
C11 2.14 1.08 -2.83  -0.23
C12 2.37 0.56 -4.10  -0.01
C13 2.92 1.39 -5.07  -0.07
C14 3.24 2.71 -4.78  -0.07
C15 2.99 3.24 -3.51  -0.06
C16 2.44 2.42 -2.55  -0.31
P1 1.93 2.82 -0.85  1.09
C17 3.22 3.99 -0.28  -0.34
C18 4.28 3.48 0.46  -0.12
C19 5.32 4.30 0.89  -0.07
C20 5.29 5.66 0.58  -0.07
C21 4.23 6.18 -0.16  -0.07
C22 3.20 5.35 -0.58  -0.08
C23 0.48 3.91 -1.06  -0.36
C24 -0.25 3.97 -2.24  -0.07
C25 -1.40 4.75 -2.32  -0.08
C26 -1.83 5.47 -1.22  -0.08
C27 -1.10 5.42 -0.03  -0.08
C28 0.04 4.64 0.05  -0.12
H9 2.14 -0.48 -4.32  0.12
H10 3.12 1.00 -6.06  0.11
H11 3.68 3.34 -5.55  0.11
H12 3.24 4.27 -3.29  0.11
H13 4.30 2.42 0.71  0.07
H14 6.14 3.89 1.46  0.11
H15 6.09 6.30 0.91  0.11
H16 4.21 7.23 -0.40  0.11
H17 2.38 5.77 -1.15  0.11
H18 0.09 3.42 -3.11  0.11
H19 -1.95 4.79 -3.25  0.11
H20 -2.72 6.08 -1.28  0.11
H21 -1.43 5.99 0.83  0.11
H22 0.60 4.61 0.97  0.10
N3 -1.45 0.37 -1.55  0.02
C29 -2.63 0.81 -2.01  -0.08
C30 -3.05 1.80 -1.15  -0.05
C31 -2.03 1.89 -0.19  -0.15
N4 -1.06 1.02 -0.44  -0.02
H23 -0.83 -0.36 -1.89  0.13
H24 -3.07 0.40 -2.90  0.12
H25 -3.95 2.38 -1.22  0.10
H26 -1.95 2.57 0.64  0.11
C32 -7.03 -7.16 0.50  -0.11
C33 -5.53 -7.16 0.79  -0.29
S1 -4.74 -5.62 0.40  0.65
O2 -5.57 -4.54 0.86  -0.31
O3 -3.36 -5.69 0.83  -0.30
C34 -4.75 -5.55 -1.39  -0.20
C35 -4.37 -4.15 -1.87  -0.12
N5 -3.08 -3.69 -1.36  0.05
C36 -2.91 -2.72 -0.43  -0.33
N6 -1.64 -2.62 -0.06  0.13
C37 -0.97 -3.57 -0.76  -0.03
C38 -1.83 -4.24 -1.56  -0.16
N7 -1.54 -5.27 -2.50  -0.33
O4 -2.42 -5.61 -3.27  0.07
O5 -0.40 -5.69 -2.52  0.11
C39 -3.99 -1.85 0.10  0.01
H27 -7.48 -8.07 0.90  0.08
H28 -7.23 -7.14 -0.57  0.07
H29 -7.51 -6.31 0.97  0.08
H30 -4.98 -7.93 0.25  0.11
H31 -5.31 -7.29 1.85  0.11
H32 -5.76 -5.79 -1.72  0.11
H33 -4.06 -6.31 -1.76  0.10
H34 -5.12 -3.44 -1.53  0.12
H35 -4.35 -4.15 -2.96  0.13
H36 0.10 -3.73 -0.70  0.12
H37 -4.58 -1.40 -0.71  0.09
H38 -3.53 -1.05 0.67  0.08
H39 -4.66 -2.42 0.74  0.07
Br1 -0.28 3.74 6.18  0.82
C40 0.14 2.89 4.56  -0.68
C41 -0.77 2.04 3.96  -0.08
C42 -0.41 1.44 2.77  -0.13
N8 0.76 1.65 2.16  -0.01
C43 1.63 2.47 2.76  -0.11
C44 1.37 3.11 3.96  -0.08
H40 -1.74 1.86 4.40  0.11
H41 -1.09 0.76 2.26  0.10
H42 2.57 2.64 2.24  0.09
H43 2.10 3.76 4.41  0.11

3.
# C44H43FeN5O3P

A structure of composition C44H43FeN5O3P (ωB97M-V/def2-TZVPD, OMol25).

charge	0
lowest unoccupied orbital energy (spin up / spin down)	0.546 / -0.285	eV
spin multiplicity	6
relative energy (zero: lowest compared OMol25 entry of this formula, charge and spin)	1.195	eV
frontier orbital gap (spin up / spin down)	8.376 / 7.847	eV

Each line ends with the Mulliken spin population.
Geometry (Å):
Fe1 -1.17 -0.44 -1.30  4.09
N1 -3.13 -0.35 -2.74  0.11
C1 -2.97 -1.65 -3.43  0.03
C2 -1.60 -2.10 -2.94  -0.14
O1 -1.63 -2.62 -1.76  0.14
N2 -0.47 -1.78 -3.49  0.16
C3 -0.41 -0.87 -4.59  -0.01
C4 -0.55 0.60 -4.13  0.00
O2 -0.48 1.47 -4.98  0.02
O3 -0.77 0.78 -2.87  0.10
H1 -4.04 -0.23 -2.32  0.00
H2 -2.93 0.45 -3.34  0.00
H3 -3.05 -1.60 -4.52  0.00
H4 -3.70 -2.35 -3.04  -0.01
H5 -1.18 -1.01 -5.36  0.01
H6 0.56 -0.95 -5.09  0.00
C5 2.13 3.25 3.62  0.00
C6 0.68 3.54 3.91  0.00
C7 0.30 4.24 5.05  0.00
C8 -1.04 4.51 5.33  0.00
C9 -2.01 4.09 4.43  0.00
C10 -1.65 3.41 3.28  0.00
C11 -0.31 3.12 3.03  0.00
N3 0.08 2.44 1.85  0.00
C12 -0.58 1.43 1.21  0.08
N4 -1.40 0.70 1.98  -0.03
C13 -2.46 -0.14 1.58  -0.13
C14 -2.62 -0.56 0.26  0.33
C15 -3.72 -1.38 0.01  -0.07
C16 -4.63 -1.74 0.99  0.01
C17 -4.43 -1.30 2.29  0.00
C18 -3.34 -0.51 2.61  0.00
C19 -3.12 -0.06 4.04  0.00
N5 -0.35 1.17 -0.04  0.09
C20 0.38 2.18 -0.75  0.04
C21 1.75 2.06 -0.90  -0.02
C22 2.47 3.01 -1.61  -0.01
C23 1.81 4.09 -2.16  0.01
C24 0.43 4.22 -2.00  0.00
C25 -0.30 3.27 -1.30  -0.01
C26 -1.79 3.39 -1.15  0.01
H7 2.75 3.46 4.50  0.00
H8 2.50 3.87 2.80  0.00
H9 2.27 2.21 3.34  0.00
H10 1.06 4.57 5.75  0.00
H11 -1.31 5.05 6.22  0.00
H12 -3.06 4.31 4.62  0.00
H13 -2.41 3.10 2.57  0.00
H14 0.90 2.79 1.36  0.00
H15 -1.36 0.91 2.97  0.00
H16 -3.86 -1.80 -0.98  0.01
H17 -5.47 -2.37 0.75  0.00
H18 -5.13 -1.58 3.07  0.00
H19 -3.89 -0.48 4.69  0.00
H20 -3.17 1.03 4.14  0.00
H21 -2.15 -0.39 4.42  0.00
H22 2.25 1.21 -0.45  0.01
H23 3.54 2.90 -1.73  0.00
H24 2.36 4.84 -2.72  0.00
H25 -0.08 5.06 -2.44  0.00
H26 -2.19 4.11 -1.86  0.00
H27 -2.06 3.73 -0.14  0.00
H28 -2.27 2.42 -1.31  0.01
C27 5.02 -0.52 -2.80  0.00
C28 3.85 0.08 -3.24  0.00
C29 2.63 -0.30 -2.70  0.01
C30 2.57 -1.28 -1.72  0.01
C31 3.75 -1.90 -1.29  0.00
C32 4.96 -1.51 -1.83  0.00
P1 0.94 -1.81 -1.07  0.06
C33 1.13 -3.62 -1.36  0.01
C34 1.04 -4.58 -0.35  0.01
C35 1.26 -5.92 -0.62  0.00
C36 1.56 -6.33 -1.91  0.01
C37 1.65 -5.38 -2.93  0.00
C38 1.44 -4.04 -2.65  0.01
C39 1.12 -1.68 0.76  0.00
C40 2.16 -1.03 1.42  0.01
C41 2.13 -0.88 2.80  0.00
C42 1.07 -1.37 3.54  0.00
C43 0.02 -2.00 2.89  0.00
C44 0.04 -2.14 1.51  0.04
H29 5.97 -0.23 -3.22  0.00
H30 3.88 0.84 -4.01  0.00
H31 1.71 0.18 -3.03  0.01
H32 3.71 -2.68 -0.54  0.00
H33 5.87 -1.99 -1.49  0.00
H34 0.81 -4.28 0.67  0.00
H35 1.20 -6.65 0.17  0.00
H36 1.74 -7.38 -2.12  0.00
H37 1.89 -5.69 -3.94  0.00
H38 1.51 -3.31 -3.44  0.00
H39 3.01 -0.65 0.86  0.00
H40 2.95 -0.37 3.30  0.00
H41 1.06 -1.26 4.62  0.00
H42 -0.83 -2.38 3.46  0.00
H43 -0.80 -2.61 1.01  0.00

4.
# C44H43N6O7PSZn

A structure of composition C44H43N6O7PSZn (ωB97M-V/def2-TZVPD, OMol25).

charge	0
lowest unoccupied orbital energy	0.153	eV
spin multiplicity	1
relative energy (zero: lowest compared OMol25 entry of this formula, charge and spin)	0.102	eV
frontier orbital gap	6.907	eV

Each line ends with the Löwdin charge.
Geometry (Å):
Zn1 -0.48 -0.22 0.75  0.63
O1 2.05 1.70 3.42  -0.47
S1 1.13 1.57 2.27  0.78
O2 0.18 0.36 2.49  -0.54
O3 1.12 1.00 -1.09  -0.07
C1 0.07 3.06 2.36  -0.31
C2 0.39 4.02 3.31  -0.07
C3 -0.11 5.31 3.19  -0.08
C4 -0.90 5.64 2.09  -0.08
C5 -1.25 4.67 1.16  -0.11
C6 -0.79 3.36 1.29  -0.33
P1 -1.35 1.99 0.20  0.98
C7 -3.01 1.98 1.34  -0.26
C8 -3.21 0.85 2.14  -0.12
C9 -4.26 0.72 3.04  -0.09
C10 -5.17 1.76 3.19  -0.10
C11 -4.97 2.93 2.47  -0.09
C12 -3.90 3.03 1.58  -0.13
C13 -2.23 2.31 -1.42  -0.30
C14 -3.50 2.88 -1.54  -0.08
C15 -4.15 2.95 -2.77  -0.08
C16 -3.56 2.43 -3.91  -0.10
C17 -2.31 1.83 -3.82  -0.08
C18 -1.65 1.79 -2.60  -0.13
H1 1.05 3.74 4.12  0.10
H2 0.13 6.06 3.92  0.10
H3 -1.23 6.66 1.95  0.10
H4 -1.88 4.94 0.32  0.10
H5 -2.48 0.05 2.11  0.04
H6 -4.36 -0.18 3.64  0.10
H7 -5.99 1.68 3.90  0.10
H8 -5.63 3.77 2.62  0.10
H9 -3.76 3.99 1.10  0.08
H10 -4.00 3.26 -0.68  0.07
H11 -5.12 3.43 -2.83  0.10
H12 -4.07 2.48 -4.87  0.10
H13 -1.84 1.41 -4.69  0.10
H14 -0.67 1.33 -2.55  0.10
C19 4.17 -0.40 -3.27  -0.06
O4 3.78 -1.23 -2.18  -0.07
C20 4.76 -1.83 -1.47  -0.23
C21 6.10 -1.84 -1.83  -0.01
C22 7.02 -2.56 -1.08  -0.08
C23 6.62 -3.27 0.04  -0.09
C24 5.28 -3.23 0.42  -0.02
C25 4.35 -2.50 -0.31  -0.16
N1 3.00 -2.54 0.09  0.17
C26 2.10 -1.51 0.04  -0.33
N2 2.68 -0.28 0.10  0.19
C27 2.40 0.87 -0.66  -0.25
C28 0.44 2.25 -0.84  -0.31
C29 0.96 3.39 -1.28  -0.09
C30 2.26 3.67 -1.88  -0.07
C31 3.35 2.93 -1.71  -0.03
C32 3.42 1.69 -0.96  -0.25
O5 4.67 1.25 -0.55  -0.14
C33 5.39 2.18 0.27  -0.04
N3 0.81 -1.68 -0.06  0.10
C34 0.28 -2.98 -0.26  -0.22
C35 -0.34 -3.28 -1.47  -0.03
C36 -1.01 -4.48 -1.66  -0.10
C37 -1.07 -5.40 -0.63  -0.09
C38 -0.45 -5.13 0.58  -0.02
C39 0.23 -3.93 0.77  -0.26
O6 0.86 -3.60 1.92  -0.09
C40 0.48 -4.28 3.12  -0.06
H15 3.26 0.08 -3.62  0.10
H16 4.61 -1.00 -4.08  0.10
H17 4.88 0.36 -2.95  0.09
H18 6.43 -1.31 -2.71  0.11
H19 8.06 -2.56 -1.38  0.10
H20 7.33 -3.86 0.61  0.10
H21 4.95 -3.76 1.31  0.12
H22 2.69 -3.36 0.58  0.14
H23 3.67 -0.29 0.34  0.15
H24 0.32 4.26 -1.13  0.10
H25 2.34 4.59 -2.45  0.10
H26 4.30 3.27 -2.12  0.11
H27 6.17 1.61 0.76  0.09
H28 4.73 2.62 1.02  0.11
H29 5.84 2.97 -0.33  0.08
H30 -0.30 -2.53 -2.25  0.12
H31 -1.48 -4.68 -2.61  0.10
H32 -1.61 -6.33 -0.76  0.10
H33 -0.51 -5.85 1.39  0.11
H34 0.95 -3.74 3.93  0.10
H35 0.83 -5.32 3.11  0.09
H36 -0.61 -4.25 3.24  0.08
C41 -5.29 -2.66 -1.04  -0.01
N4 -4.16 -2.42 -0.18  -0.08
C42 -3.90 -3.13 1.06  -0.02
C43 -2.57 -2.52 1.48  -0.45
O7 -1.97 -2.79 2.50  0.08
N5 -2.17 -1.62 0.51  0.11
C44 -3.12 -1.60 -0.42  -0.39
N6 -3.04 -0.86 -1.53  0.26
H37 -6.11 -3.04 -0.44  0.10
H38 -5.07 -3.38 -1.83  0.10
H39 -5.63 -1.73 -1.51  0.09
H40 -3.80 -4.20 0.91  0.14
H41 -4.67 -2.93 1.81  0.14
H42 -2.34 -0.14 -1.55  0.06
H43 -3.84 -0.72 -2.11  0.11